A cluster of 3 separate species, C19H40ClNO8 in total at a distorted geometry. Source: the OMol25 dataset; level of theory: ωB97M-V with the def2-TZVPD basis set.

Output
SMILES	[H]/N=C\C[C@@H](C[C@@H](C)Cl)OC=O.COCCOCCOC.COCCOCCOC
F_max	2.482	eV Å⁻¹
Kohn-Sham gap	0.356	hartree

Last column: natural (NBO) charge in e.
Positions of all 69 atoms, in Å:
C1 -0.018 -1.298 -2.626  -0.63
C2 -1.487 -1.699 -2.515  -0.16
Cl1 -2.230 -0.737 -1.194  -0.09
C3 -2.188 -1.449 -3.852  -0.44
C4 -3.713 -1.543 -3.847  0.12
C5 -4.433 -0.218 -3.629  -0.53
C6 -3.868 0.882 -4.482  0.14
N1 -3.491 2.014 -4.056  -0.59
O1 -4.057 -2.567 -2.891  -0.56
C7 -5.274 -2.455 -2.290  0.66
O2 -6.329 -2.716 -2.844  -0.54
H1 0.129 -0.278 -2.293  0.23
H2 0.589 -1.918 -1.978  0.22
H3 0.320 -1.353 -3.654  0.21
H4 -1.567 -2.751 -2.288  0.22
H5 -1.830 -0.504 -4.249  0.23
H6 -1.823 -2.224 -4.521  0.22
H7 -4.025 -1.925 -4.817  0.19
H8 -4.383 0.102 -2.595  0.23
H9 -5.481 -0.313 -3.906  0.24
H10 -3.784 0.714 -5.552  0.17
H11 -3.601 2.065 -3.044  0.33
H12 -5.223 -2.175 -1.233  0.13
C8 7.480 0.753 -0.764  -0.25
O3 6.452 1.096 -1.665  -0.55
C9 5.669 -0.010 -2.076  -0.09
C10 4.226 0.379 -2.310  -0.08
O4 3.474 0.606 -1.126  -0.54
C11 3.746 1.776 -0.370  -0.08
C12 3.278 3.067 -1.004  -0.09
O5 4.110 3.453 -2.083  -0.55
C13 3.419 4.118 -3.116  -0.25
H13 8.273 0.184 -1.262  0.17
H14 7.901 1.680 -0.378  0.19
H15 7.092 0.170 0.079  0.16
H16 5.706 -0.811 -1.329  0.17
H17 6.083 -0.395 -3.018  0.17
H18 3.738 -0.474 -2.789  0.18
H19 4.147 1.222 -2.998  0.19
H20 4.798 1.834 -0.088  0.19
H21 3.172 1.647 0.551  0.19
H22 3.304 3.859 -0.243  0.17
H23 2.242 2.944 -1.340  0.17
H24 2.538 3.549 -3.435  0.16
H25 4.099 4.203 -3.962  0.19
H26 3.109 5.122 -2.807  0.17
C14 -0.850 -1.411 7.778  -0.25
O6 -1.581 -1.577 6.585  -0.55
C15 -2.847 -0.944 6.605  -0.09
C16 -3.234 -0.421 5.239  -0.09
O7 -2.541 0.747 4.832  -0.54
C17 -1.180 0.633 4.451  -0.09
C18 -0.951 -0.030 3.111  -0.09
O8 -1.155 -1.430 3.181  -0.55
C19 -1.685 -1.974 1.992  -0.24
H27 -1.294 -1.985 8.600  0.17
H28 0.159 -1.775 7.598  0.19
H29 -0.794 -0.355 8.066  0.16
H30 -2.854 -0.113 7.320  0.17
H31 -3.600 -1.679 6.921  0.17
H32 -4.280 -0.112 5.302  0.19
H33 -3.171 -1.207 4.485  0.19
H34 -0.584 0.158 5.232  0.19
H35 -0.832 1.665 4.360  0.19
H36 0.086 0.157 2.800  0.17
H37 -1.621 0.421 2.370  0.17
H38 -2.571 -1.422 1.665  0.16
H39 -1.977 -3.002 2.204  0.19
H40 -0.939 -1.972 1.193  0.17


A cluster of 2 separate species, C5H5IO2 in total at a distorted geometry. Source: the OMol25 dataset; level of theory: ωB97M-V with the def2-TZVPD basis set.

Output
F_max	5.414	eV Å⁻¹
Kohn-Sham gap	0.332	hartree

Last column: natural (NBO) charge in e.
Positions of all 13 atoms, in Å:
C1 1.279 0.505 -0.373  0.18
C2 1.667 -0.763 -0.334  -0.42
C3 0.558 -1.755 -0.399  0.40
C4 0.951 1.733 -0.647  -0.49
C5 -2.172 -0.222 0.902  0.12
O1 0.676 -2.970 -0.419  -0.53
O2 -2.295 0.636 1.899  -0.66
I1 -3.189 0.666 -0.773  0.03
H1 2.741 -1.043 -0.214  0.25
H2 -0.426 -1.244 -0.465  0.13
H3 1.046 2.454 0.030  0.23
H4 0.907 1.866 -1.775  0.25
H5 -1.742 0.139 2.568  0.52


ΔE to the lowest compared entry with this formula, charge and spin? In order: 0.0 68.6 kcal per mole.
HOMO energy? In order: -9.1 -9.3 eV.